1.
82
Properties=species:S:1:pos:R:3:forces:R:3 method="wB97M-V/def2-TZVPD" homo_lumo_gap_ha="0.2264 / 0.2331" lumo_ha="-0.270 / -0.264" charge=+2 spin_multiplicity=2 e_above_lowest_ev=1.331
W -0.407606 -0.025209 0.391664 0.207 0.697 1.425
Cl 3.143616 -2.226036 0.518107 0.077 0.341 -0.289
C 3.186299 -1.708964 -1.168702 0.081 -0.182 0.283
C 3.788648 -2.646046 -2.029384 -1.001 0.976 -0.506
C 3.675559 -2.466737 -3.421729 -1.127 1.003 2.315
C 2.946868 -1.340836 -3.807089 0.720 -0.835 -1.629
C 2.455702 -0.368934 -2.962877 0.633 -0.562 0.375
C 2.601529 -0.483354 -1.576428 0.184 -1.202 -0.963
P 2.078581 0.938182 -0.594686 0.755 -0.516 0.015
C 3.615199 1.288038 0.313809 0.227 -0.625 0.549
C 3.570377 2.324257 1.243895 -0.441 -0.435 -0.380
C 4.752834 2.840957 1.698717 0.979 0.582 0.317
C 5.989687 2.248331 1.350307 0.524 1.217 0.879
C 6.028247 1.136239 0.558166 -0.791 -1.678 -1.162
C 4.845347 0.657993 0.021356 -2.165 1.517 0.244
C 2.079716 2.415023 -1.679238 -0.668 1.116 0.002
C 0.918179 3.196305 -1.548232 1.485 0.872 -0.930
C 0.869366 4.555593 -1.943296 0.300 -1.376 0.162
C 2.009751 5.088883 -2.493128 0.357 0.668 -0.999
C 3.152882 4.283737 -2.771736 0.471 1.045 -0.138
C 3.229103 2.992159 -2.335824 -1.134 -1.370 1.208
H 4.221689 -3.504659 -1.569482 0.321 -0.497 0.067
H 3.970121 -3.202179 -4.132145 0.494 -0.302 -0.337
H 2.858519 -1.269395 -4.885278 -0.397 0.521 0.040
H 1.990051 0.485773 -3.384807 -0.343 0.687 -0.282
H 2.598925 2.673460 1.598685 0.322 0.360 -0.227
H 4.703916 3.762256 2.290512 0.322 -0.545 0.007
H 6.937081 2.684909 1.709518 -0.690 -0.185 -0.099
H 6.817890 0.479105 0.198902 0.872 0.951 0.701
H 4.788771 -0.103861 -0.709270 0.625 -0.734 -0.403
H 0.043603 2.759741 -1.186523 -1.082 -0.530 0.617
H -0.067143 5.106227 -1.837990 0.451 -0.015 0.019
H 1.967044 6.149209 -2.800655 0.359 -0.711 0.122
H 4.064645 4.673417 -3.287879 -1.121 -0.008 0.511
H 4.146477 2.414376 -2.419912 -0.139 0.106 -0.121
S -3.021055 -6.889291 2.174743 -0.576 -0.863 1.371
N -3.159970 -5.494163 2.966455 -1.153 -1.220 0.698
C -2.578331 -4.615920 2.218900 1.110 1.518 -0.726
C -2.447143 -3.212801 2.532445 -1.414 -0.659 2.045
C -3.051959 -2.693593 3.702682 -0.292 0.481 0.549
C -2.781888 -1.352245 3.981510 -0.479 -0.114 -0.393
C -2.012872 -0.614344 3.080013 0.713 -0.307 -0.039
N -1.443056 -1.137380 1.995228 -0.671 0.530 0.005
C -1.717311 -2.397745 1.713353 0.574 -0.625 -0.520
C -1.180348 -2.894838 0.482837 0.070 0.972 -0.440
N -0.554425 -2.006348 -0.333071 -0.404 0.364 0.997
C -0.097232 -2.371275 -1.516781 0.407 -0.372 -0.017
C -0.155565 -3.694675 -1.863273 -0.555 -1.990 -0.905
C -0.736154 -4.675590 -0.993853 1.870 2.546 -2.229
C -1.326831 -4.202976 0.150265 0.278 -2.362 0.116
C -1.959732 -5.121982 1.068478 -0.718 -0.309 0.196
N -2.158434 -6.442608 0.954420 0.930 1.069 -1.530
H -3.749202 -3.288113 4.394392 1.393 0.722 -1.340
H -3.216216 -0.855357 4.845405 0.177 -0.083 -0.165
H -1.677348 0.387914 3.165801 -0.388 0.993 0.905
H 0.408187 -1.613435 -2.111969 -0.369 -0.329 0.028
H 0.185279 -3.939924 -2.889072 0.001 -0.188 0.987
H -0.574889 -5.704631 -1.200786 -0.489 -0.775 -0.204
S 2.768818 1.635034 4.354628 0.296 -0.634 0.587
Sb 2.817850 -0.440437 5.147143 -0.113 1.064 -0.427
S 1.154685 -0.032942 2.050307 0.720 -0.441 0.826
S 0.940109 -1.268060 3.765432 -0.175 0.042 -0.968
O -1.992210 1.604044 -2.496554 -0.417 -0.070 -0.935
N -1.551086 0.507229 -2.377254 -0.416 -0.277 1.414
O -1.931289 -0.571157 -2.750028 1.013 1.245 -0.144
O -0.420939 0.535088 -1.484180 0.040 -0.956 -1.358
O -4.313957 -0.608778 -1.677860 0.921 0.960 3.013
S -4.093608 -0.378440 -0.236933 -1.830 -2.410 -2.713
O -4.385431 -1.496753 0.619417 0.637 0.269 0.199
N -2.567903 0.245210 0.166651 -0.549 0.646 -1.218
C -2.700571 1.528135 0.475449 1.025 -0.544 1.380
S -1.202715 2.206762 0.958359 -0.579 0.613 0.028
C -4.043065 2.007373 0.675284 -0.036 1.540 -0.596
C -4.432809 3.294764 1.051109 -1.760 0.387 -0.250
C -5.844557 3.541723 1.132406 2.035 -1.212 -0.486
C -6.717788 2.523968 0.726902 -0.288 0.894 0.063
C -6.301515 1.266861 0.262201 -2.210 -1.457 0.788
C -4.961603 1.037591 0.291545 0.644 0.376 0.019
H -3.786987 4.176197 1.156117 0.161 -0.831 0.271
H -6.132456 4.523307 1.484540 -0.473 -0.162 -0.190
H -7.771514 2.771113 0.718939 -0.085 -0.247 0.120
H -7.094437 0.415524 0.120907 1.754 1.854 -0.209

2.
8
Properties=species:S:1:pos:R:3:forces:R:3 method="wB97M-V/def2-TZVPD" homo_lumo_gap_ha=0.2118 lumo_ha=0.140 charge=-1 spin_multiplicity=1 e_above_lowest_ev=1.789
C -1.134226 -0.550680 -0.172067 1.213 -0.645 0.960
N -0.341180 -0.274382 -1.094925 -0.877 -0.117 -1.395
O 1.927697 0.376550 0.143283 -1.621 -0.427 -0.192
O -2.023254 -0.965172 0.487711 0.157 0.537 -0.604
O 0.200432 1.501717 1.802412 0.594 -0.626 -0.258
S 0.856551 0.159067 1.421879 -0.682 0.678 1.096
H -0.682912 -0.402202 -2.067922 0.019 0.140 0.832
H 1.196890 0.155102 -0.520371 1.197 0.460 -0.438

3.
13
Properties=species:S:1:pos:R:3:forces:R:3 method="wB97M-V/def2-TZVPD" smiles="O=CC1(C=O)CC1" homo_lumo_gap_ha=0.3904 lumo_ha=0.021 spin_multiplicity=1 e_above_lowest_ev=1.446
O -0.061479 2.467800 -0.006392 -0.326 -0.570 0.085
C -0.757451 1.489311 0.158245 0.064 -0.001 -0.017
C -0.270436 0.088209 0.062205 -0.459 -0.392 0.104
C -1.173410 -1.120814 0.270628 0.572 -0.345 -0.132
O -0.717773 -2.235078 0.178277 0.485 -0.203 -0.105
C 1.188100 -0.156463 0.487095 0.060 0.007 0.095
C 0.868468 -0.160582 -0.942855 0.001 -0.019 -0.097
H -1.834148 1.589037 0.394592 0.000 0.109 0.004
H -2.245824 -1.147565 0.506842 -0.189 1.299 0.034
H 1.354509 -1.112029 0.976527 -0.036 0.187 -0.105
H 1.692346 0.712896 0.895577 -0.108 -0.095 -0.042
H 0.812337 -1.121013 -1.444880 0.008 0.159 0.060
H 1.144759 0.706290 -1.535860 -0.072 -0.135 0.117

Number 1: M 1197.065 u. Number 2: M 108.098 u. Number 3: M 98.101 u.